Record 1
Here is a 10-piece molecular cluster, C42H87NO9 overall in a non-equilibrium geometry from the OMol25 dataset. Energies are from ωB97M-V/def2-TZVPD.

Structure (ORCA input):
```
! wB97M-V def2-TZVPD RIJCOSX def2/J DEFGRID3
* xyz 0 1
C -2.822 3.060 -1.609
C -3.686 3.729 -0.543
N -2.818 4.231 0.520
C -3.434 5.321 1.285
C -3.960 6.464 0.440
C -2.426 3.133 1.399
C -1.396 3.488 2.472
H -2.149 3.798 -2.051
H -3.339 2.720 -2.511
H -2.227 2.246 -1.201
H -4.197 4.539 -1.060
H -4.484 3.095 -0.126
H -4.157 4.919 2.018
H -2.673 5.746 1.946
H -4.185 7.305 1.097
H -3.171 6.733 -0.264
H -4.884 6.256 -0.097
H -2.052 2.270 0.845
H -3.365 2.750 1.845
H -1.228 2.595 3.069
H -1.670 4.362 3.055
H -0.469 3.744 1.950
C 2.910 0.023 3.609
C 2.459 1.486 3.648
C 3.403 2.139 4.665
O 4.114 1.046 5.275
C 4.306 0.125 4.195
H 2.853 -0.418 2.614
H 2.350 -0.587 4.320
H 1.415 1.601 3.941
H 2.555 1.917 2.649
H 2.938 2.733 5.449
H 4.149 2.778 4.180
H 4.689 -0.786 4.657
H 5.072 0.472 3.490
C -3.161 -0.610 -2.110
C -4.563 -0.070 -2.358
C -5.372 -1.313 -2.755
O -4.426 -2.350 -3.061
C -3.130 -1.755 -3.123
H -3.057 -1.068 -1.125
H -2.401 0.149 -2.291
H -4.628 0.663 -3.167
H -5.037 0.453 -1.524
H -6.020 -1.099 -3.604
H -5.929 -1.650 -1.879
H -2.975 -1.432 -4.158
H -2.358 -2.467 -2.824
C 1.880 0.779 -5.264
C 1.788 -0.362 -4.257
C 0.284 -0.407 -3.971
O -0.096 0.959 -3.949
C 0.587 1.596 -5.032
H 1.963 0.356 -6.265
H 2.733 1.434 -5.089
H 2.285 -0.132 -3.314
H 2.137 -1.332 -4.610
H 0.024 -0.797 -2.982
H -0.345 -0.963 -4.679
H 0.786 2.619 -4.727
H -0.035 1.530 -5.930
C 0.050 -1.365 0.346
C -0.304 0.109 0.369
C 0.879 0.775 -0.360
O 1.981 -0.081 -0.121
C 1.540 -1.421 -0.060
H -0.588 -1.992 -0.276
H -0.084 -1.763 1.358
H -0.369 0.522 1.375
H -1.226 0.273 -0.190
H 1.122 1.786 -0.031
H 0.640 0.852 -1.429
H 2.188 -2.000 0.592
H 1.581 -1.848 -1.073
C 2.115 4.371 -2.135
C 0.638 4.208 -2.161
C 0.217 5.151 -1.031
O 1.109 6.264 -1.230
C 2.240 5.880 -2.012
H 2.706 3.974 -2.963
H 2.470 3.875 -1.222
H 0.282 3.181 -2.028
H 0.159 4.497 -3.104
H 0.403 4.699 -0.050
H -0.844 5.385 -1.067
H 3.190 6.179 -1.571
H 2.179 6.301 -3.022
C -1.501 -6.688 -1.501
C -0.336 -6.510 -0.526
C 0.464 -5.368 -1.157
O -0.549 -4.491 -1.621
C -1.585 -5.301 -2.151
H -2.454 -6.937 -1.042
H -1.310 -7.481 -2.227
H 0.259 -7.412 -0.364
H -0.705 -6.208 0.457
H 1.111 -5.755 -1.956
H 1.123 -4.885 -0.435
H -1.616 -5.382 -3.240
H -2.542 -4.869 -1.855
C 2.092 -3.900 2.660
C 0.905 -4.781 3.069
C 1.303 -5.285 4.461
O 2.713 -5.314 4.488
C 3.199 -4.257 3.670
H 1.852 -2.838 2.724
H 2.479 -4.044 1.650
H 0.746 -5.609 2.379
H -0.005 -4.182 3.114
H 0.890 -6.279 4.635
H 0.874 -4.638 5.235
H 4.160 -4.529 3.237
H 3.415 -3.390 4.306
C 5.072 3.267 1.201
C 4.758 2.062 0.304
C 5.207 2.411 -1.106
O 5.657 3.778 -1.022
C 6.017 4.068 0.318
H 5.561 2.941 2.117
H 4.110 3.741 1.389
H 3.691 1.836 0.297
H 5.278 1.182 0.687
H 4.394 2.462 -1.829
H 5.999 1.735 -1.441
H 5.946 5.143 0.501
H 7.077 3.827 0.474
C -3.576 -4.779 0.641
C -4.630 -4.794 1.758
C -3.803 -4.504 3.024
O -2.527 -4.046 2.585
C -2.586 -3.772 1.169
H -4.018 -4.403 -0.281
H -3.216 -5.805 0.611
H -5.162 -5.740 1.850
H -5.365 -4.018 1.535
H -3.696 -5.374 3.676
H -4.330 -3.786 3.664
H -1.573 -3.939 0.807
H -2.894 -2.733 1.033
*
```

Calculated total energy in eV: -64878.0180
SMILES: CCN(CC)CC.C1CCOC1.C1CCOC1.C1CCOC1.C1CCOC1.C1CCOC1.C1CCOC1.C1CCOC1.C1CCOC1.C1CCOC1



Record 2
Here is a 5-piece molecular cluster, C42H91FN4O15S overall in a non-equilibrium geometry from the OMol25 dataset. Energies are from ωB97M-V/def2-TZVPD.

Structure (ORCA input):
```
! wB97M-V def2-TZVPD RIJCOSX def2/J DEFGRID3
* xyz 0 1
H 2.141 1.348 6.010
N 2.777 1.892 5.425
C 3.114 1.173 4.457
N 3.936 1.721 3.438
N 2.684 -0.185 4.294
C 1.825 -0.382 3.116
C 0.485 0.331 3.264
C -0.597 -0.280 2.373
C -0.276 -0.153 0.884
C -1.442 -0.352 -0.107
O -2.739 -0.265 0.547
C -3.216 1.005 0.758
N -3.787 1.593 -0.464
C -4.572 2.753 -0.289
C -5.792 2.921 -1.134
O -4.226 3.545 0.520
C -4.213 0.634 -1.479
C -3.817 1.040 -2.856
O -4.801 -0.346 -1.202
S -4.432 0.765 2.131
O -5.752 0.732 1.604
O -3.904 -0.169 3.060
F -4.263 2.167 2.791
C -1.429 -1.714 -0.803
C -0.581 -1.796 -2.091
C 0.625 -0.868 -2.335
C 0.290 0.478 -3.017
C 0.792 1.711 -2.267
C 0.210 3.035 -2.761
C 0.399 4.204 -1.778
C -0.896 4.646 -1.086
C -0.880 6.084 -0.519
C -1.030 6.190 1.010
O -1.004 -2.732 0.104
C -2.046 -3.605 0.534
C -1.455 -4.617 1.498
C -0.822 -4.021 2.740
O -1.801 -3.288 3.447
C -1.650 -3.245 4.864
C -2.291 -1.963 5.395
H 3.434 2.323 2.798
H 4.410 1.001 2.909
H 3.490 -0.799 4.229
H 1.662 -1.460 3.013
H 2.321 -0.040 2.192
H 0.597 1.398 3.026
H 0.171 0.281 4.312
H -1.552 0.186 2.604
H -0.699 -1.336 2.626
H 0.198 0.822 0.708
H 0.471 -0.915 0.639
H -1.412 0.432 -0.874
H -2.458 1.680 1.174
H -6.492 3.523 -0.554
H -5.533 3.477 -2.043
H -6.257 1.974 -1.403
H -2.915 1.646 -2.872
H -3.737 0.165 -3.501
H -4.627 1.665 -3.256
H -2.471 -1.915 -1.086
H -1.254 -1.691 -2.952
H -0.239 -2.833 -2.104
H 1.174 -0.679 -1.409
H 1.319 -1.422 -2.975
H -0.795 0.561 -3.147
H 0.714 0.485 -4.027
H 0.532 1.604 -1.208
H 1.886 1.749 -2.324
H -0.863 2.878 -2.929
H 0.653 3.293 -3.730
H 1.112 3.885 -1.007
H 0.843 5.063 -2.288
H -1.730 4.524 -1.786
H -1.112 3.957 -0.260
H -1.686 6.647 -0.996
H 0.055 6.569 -0.821
H -0.207 6.750 1.464
H -1.050 5.205 1.483
H -1.958 6.694 1.291
H -2.853 -3.026 1.000
H -2.449 -4.145 -0.335
H -0.696 -5.217 0.981
H -2.261 -5.300 1.794
H 0.014 -3.366 2.448
H -0.403 -4.823 3.364
H -2.125 -4.133 5.303
H -0.581 -3.285 5.111
H -2.668 -1.369 4.560
H -3.126 -2.175 6.069
H -1.574 -1.350 5.948
C -3.598 -1.753 -8.097
O -4.347 -0.704 -8.680
C -5.141 0.022 -7.762
C -4.482 1.300 -7.291
O -3.280 1.072 -6.576
C -2.108 1.191 -7.363
H -2.813 -2.023 -8.802
H -3.141 -1.446 -7.154
H -4.228 -2.631 -7.918
H -5.396 -0.605 -6.900
H -6.072 0.286 -8.273
H -5.172 1.811 -6.614
H -4.297 1.961 -8.144
H -1.832 2.243 -7.494
H -2.235 0.731 -8.345
H -1.306 0.681 -6.832
C -3.081 3.774 7.549
O -4.183 2.887 7.592
C -4.338 2.108 6.420
C -3.726 0.727 6.516
O -2.318 0.753 6.677
C -1.887 0.634 8.019
H -2.865 4.076 8.573
H -2.195 3.296 7.124
H -3.319 4.667 6.961
H -3.918 2.633 5.555
H -5.413 1.992 6.253
H -3.932 0.199 5.580
H -4.194 0.166 7.333
H -1.918 -0.411 8.348
H -2.499 1.237 8.694
H -0.857 0.985 8.063
C 4.841 -3.756 -2.632
O 3.525 -3.228 -2.603
C 2.623 -3.965 -1.799
C 2.459 -3.382 -0.412
O 3.662 -3.404 0.340
C 4.384 -2.189 0.292
H 5.511 -2.969 -2.969
H 5.160 -4.087 -1.641
H 4.903 -4.602 -3.326
H 2.940 -5.011 -1.727
H 1.652 -3.945 -2.299
H 1.721 -3.975 0.135
H 2.075 -2.361 -0.473
H 3.945 -1.448 0.973
H 4.410 -1.771 -0.717
H 5.403 -2.400 0.614
C 8.667 -2.946 -3.697
O 7.968 -2.447 -2.570
C 8.618 -2.686 -1.335
C 9.429 -1.503 -0.852
O 10.495 -1.172 -1.720
C 10.200 -0.125 -2.626
H 8.269 -2.441 -4.576
H 9.738 -2.749 -3.624
H 8.508 -4.024 -3.808
H 9.258 -3.572 -1.407
H 7.840 -2.894 -0.594
H 9.866 -1.762 0.117
H 8.772 -0.638 -0.705
H 10.281 0.850 -2.134
H 9.199 -0.228 -3.050
H 10.934 -0.175 -3.429
*
```

Calculated total energy in eV: -95249.1405
SMILES: [H]/N=C(/N)NCCCC[C@H](O[C@@H](N(C(C)=O)C(C)=O)S(=O)(=O)F)[C@@H](CCCCCCCCC)OCCCOCC.COCCOC.COCCOC.COCCOC.COCCOC



Record 3
Here is a 21-piece molecular cluster, C42H93N11O10 overall in a non-equilibrium geometry from the OMol25 dataset. Energies are from ωB97M-V/def2-TZVPD.

Structure (ORCA input):
```
! wB97M-V def2-TZVPD RIJCOSX def2/J DEFGRID3
* xyz 0 1
C 9.559 12.805 14.571
C 9.021 12.307 13.255
O 8.250 13.472 12.735
H 8.773 13.012 15.314
H 10.213 13.673 14.532
H 10.186 11.954 14.885
H 8.363 11.440 13.450
H 9.823 12.002 12.588
H 7.897 13.110 11.943
C 7.749 18.844 16.295
C 8.762 18.404 17.271
O 9.060 17.006 17.329
H 7.520 19.906 16.457
H 6.847 18.235 16.395
H 8.114 18.686 15.267
H 8.375 18.644 18.261
H 9.711 18.928 17.169
H 8.493 16.565 16.688
C 12.282 9.186 19.262
C 12.336 10.061 18.002
O 13.435 10.984 18.205
H 12.045 9.728 20.183
H 13.191 8.606 19.460
H 11.461 8.454 19.182
H 11.389 10.595 17.865
H 12.495 9.470 17.117
H 13.465 11.589 17.439
C 11.614 20.730 18.904
C 12.719 21.683 18.692
O 13.123 21.606 17.306
H 11.365 20.676 19.963
H 11.868 19.718 18.657
H 10.695 20.993 18.374
H 13.509 21.467 19.399
H 12.314 22.679 18.909
H 13.853 22.220 17.163
C 19.499 17.774 19.670
C 18.289 16.868 19.850
O 17.772 16.863 21.180
H 20.212 17.561 20.435
H 19.262 18.850 19.813
H 19.892 17.595 18.672
H 18.536 15.851 19.536
H 17.569 17.253 19.119
H 17.332 17.716 21.263
C 16.266 18.362 15.933
C 17.592 18.810 16.420
O 18.596 18.943 15.395
H 16.284 17.286 15.779
H 15.969 18.958 15.063
H 15.519 18.637 16.704
H 17.939 18.066 17.147
H 17.487 19.772 16.933
H 19.241 19.566 15.773
C 11.922 14.411 18.640
C 11.912 15.828 19.036
O 11.813 16.767 17.958
H 12.825 14.124 18.086
H 11.109 14.147 17.953
H 11.814 13.719 19.480
H 12.879 15.956 19.517
H 11.130 15.885 19.778
H 10.995 16.607 17.526
C 10.476 16.081 11.723
C 10.227 16.442 13.163
O 8.914 16.252 13.639
H 9.734 16.569 11.089
H 10.244 15.027 11.532
H 11.486 16.294 11.335
H 10.378 17.506 13.250
H 11.017 15.968 13.748
H 8.628 15.350 13.431
C 16.177 10.726 22.471
C 15.266 10.405 21.341
O 15.384 11.523 20.406
H 17.218 10.670 22.161
H 16.046 9.964 23.251
H 15.928 11.717 22.867
H 14.230 10.336 21.691
H 15.546 9.465 20.859
H 14.695 11.373 19.764
C 16.900 12.778 13.854
C 16.577 13.267 12.445
O 15.580 14.291 12.506
H 16.086 12.178 14.220
H 17.086 13.654 14.470
H 17.780 12.142 13.823
H 16.298 12.448 11.796
H 17.488 13.685 12.014
H 16.087 15.121 12.646
C 13.913 15.290 15.024
C 13.717 13.881 15.455
N 13.558 12.827 15.873
H 15.004 15.396 15.025
H 13.462 16.008 15.733
H 13.535 15.442 13.992
C 12.180 19.160 15.519
C 12.883 18.903 14.245
N 13.389 18.691 13.221
H 12.522 20.126 15.898
H 12.245 18.425 16.336
H 11.150 19.378 15.151
C 14.393 18.623 20.353
C 15.498 19.532 20.242
N 16.381 20.298 20.222
H 14.827 17.639 20.580
H 13.937 18.639 19.356
H 13.706 18.966 21.141
C 14.808 18.813 10.334
C 14.889 18.717 8.857
N 14.949 18.668 7.702
H 15.560 18.180 10.832
H 13.843 18.524 10.715
H 14.990 19.860 10.621
C 15.858 14.420 19.655
C 16.151 14.548 18.225
N 16.366 14.676 17.107
H 15.558 13.391 19.949
H 15.138 15.102 20.088
H 16.817 14.587 20.160
C 16.586 15.574 9.093
C 17.591 16.560 9.424
N 18.451 17.301 9.694
H 15.905 15.517 9.947
H 17.047 14.618 8.975
H 16.000 15.814 8.206
C 12.924 13.087 11.662
C 13.229 13.794 10.401
N 13.397 14.342 9.422
H 13.861 12.771 12.100
H 12.276 12.214 11.481
H 12.437 13.773 12.354
C 11.598 8.196 14.667
C 10.939 7.913 13.425
N 10.414 7.684 12.441
H 10.841 8.457 15.396
H 12.328 9.006 14.633
H 12.191 7.393 15.083
C 18.407 18.908 12.357
C 17.748 17.656 12.705
N 17.267 16.649 13.066
H 18.121 18.982 11.312
H 19.485 18.873 12.332
H 18.058 19.782 12.892
C 19.303 15.457 15.409
C 20.062 15.048 16.585
N 20.678 14.706 17.480
H 19.081 16.526 15.468
H 18.294 15.007 15.463
H 19.694 15.235 14.433
C 16.365 10.698 16.739
C 15.366 9.861 16.003
N 14.605 9.177 15.456
H 17.326 10.540 16.249
H 16.433 10.378 17.798
H 16.085 11.747 16.632
*
```

Calculated total energy in eV: -81923.5266